1.
ORCA calculation (ωB97M-V with the def2-TZVPD basis set) on C11H27CeClIO2P2 as an isolated structure at a distorted geometry.

Output
M: 555.76 g mol⁻¹
Multiplicity: 2
Total charge: +2
Kohn-Sham gap (alpha / beta): 5.90 / 5.94 eV
Calculated total energy: -68055.30397 eV
Highest occupied orbital energy (alpha / beta): -13.54 / -13.55 eV

Each line ends with the Löwdin spin population.
Element x y z (Å)
1 C -3.244 0.247 -2.592  0.000
2 C -2.135 0.009 -1.765  0.000
3 H -3.623 -0.752 -2.705  0.000
4 H -2.895 0.707 -3.503  0.000
5 H -3.928 0.910 -2.065  0.000
6 O -1.706 -1.023 -1.203  -0.002
7 I 1.005 2.826 0.231  -0.011
8 Ce 0.191 -0.829 0.289  1.023
9 P -2.069 0.670 1.762  -0.003
10 C -2.116 -0.503 3.144  0.000
11 C -1.949 2.225 2.652  -0.001
12 H -2.812 2.331 3.295  0.000
13 H -4.299 0.985 2.392  0.000
14 H -1.875 3.091 1.970  0.000
15 H -4.077 1.557 0.703  0.000
16 H -1.153 -0.596 3.638  0.000
17 H -1.022 2.205 3.269  0.000
18 C -3.850 0.742 1.410  -0.001
19 H -2.829 -0.066 3.876  0.000
20 H -4.254 -0.198 1.045  0.000
21 H -2.466 -1.498 2.899  0.000
22 P 1.225 0.009 -2.495  -0.003
23 C 2.362 -1.398 -2.649  0.000
24 C 0.440 -0.117 -4.127  -0.001
25 H 1.849 2.342 -2.848  0.000
26 H 2.744 1.191 -3.892  0.000
27 H 3.170 1.361 -2.155  0.000
28 C 2.344 1.357 -2.902  0.000
29 H -0.172 0.775 -4.338  0.000
30 H 1.302 -0.134 -4.820  0.000
31 H 2.922 -1.216 -3.592  0.000
32 H 1.892 -2.369 -2.727  0.000
33 H -0.152 -1.018 -4.252  0.000
34 H 3.084 -1.436 -1.840  0.000
35 Cl -1.562 1.610 -1.397  0.000
36 C 3.926 -1.540 1.546  0.001
37 C 2.607 -1.768 2.276  0.003
38 C 2.283 -1.185 3.690  0.000
39 O 1.519 -2.156 1.579  -0.004
40 H 4.761 -1.799 2.180  0.000
41 H 3.912 -0.481 1.278  0.000
42 H 4.035 -2.099 0.624  0.000
43 H 2.174 -0.053 3.529  0.000
44 H 1.327 -1.512 4.190  0.000
45 H 3.110 -1.406 4.400  0.000

2.
ORCA calculation (ωB97M-V with the def2-TZVPD basis set) on C11H27Cl2IrN2OP2S as an isolated structure at a distorted geometry.

Output
M: 560.49 g mol⁻¹
Multiplicity: 5
Total charge: +2
Kohn-Sham gap (alpha / beta): 8.19 / 6.84 eV
Calculated total energy: -74150.48122 eV
Highest occupied orbital energy (alpha / beta): -14.36 / -16.17 eV

Each line ends with the Löwdin spin population.
Element x y z (Å)
1 C -1.356 0.149 -4.526  0.000
2 C -0.873 -0.712 -3.297  0.007
3 H -2.496 0.353 -4.540  0.000
4 H -0.875 -0.645 -5.186  0.000
5 H -0.713 1.133 -4.517  0.000
6 O -1.419 -1.476 -2.300  0.025
7 Cl 0.782 -0.763 -3.802  0.004
8 Ir 0.228 0.104 0.389  2.182
9 P 0.358 -2.244 -0.589  0.231
10 C -0.761 -3.284 0.450  0.036
11 C 0.092 -3.254 -2.170  0.032
12 H 0.307 -4.297 -1.946  0.005
13 H 2.050 -3.983 -0.426  0.006
14 H 0.758 -2.845 -2.930  0.000
15 H 2.755 -2.375 -0.833  0.000
16 H -1.799 -3.101 0.146  0.001
17 H -0.945 -3.107 -2.471  0.001
18 C 2.047 -2.908 -0.186  0.038
19 H -0.522 -4.341 0.264  0.005
20 H 2.262 -2.731 0.874  0.001
21 H -0.650 -3.062 1.513  0.001
22 P 0.130 2.103 -0.724  0.216
23 C -0.928 3.120 0.380  0.040
24 C 1.783 2.920 -0.550  0.042
25 H 0.395 2.391 -3.118  0.000
26 H -0.349 3.801 -2.311  0.007
27 H -1.345 2.358 -2.639  0.001
28 C -0.346 2.715 -2.387  0.040
29 H 2.514 2.361 -1.159  0.000
30 H 1.671 3.945 -0.951  0.005
31 H -0.843 4.158 0.012  0.005
32 H -0.592 3.066 1.426  0.002
33 H 2.077 2.945 0.512  0.000
34 H -1.966 2.780 0.295  0.001
35 Cl 2.356 0.149 1.113  0.451
36 S -1.927 -0.163 1.342  0.429
37 C -0.862 0.173 2.758  0.068
38 N -0.111 -0.761 3.376  0.061
39 C 0.510 -0.067 4.529  0.005
40 C -0.293 1.178 4.694  0.004
41 N -1.165 1.270 3.560  0.034
42 H 0.414 -1.506 2.787  0.005
43 H 1.564 0.064 4.308  0.002
44 H 0.414 -0.759 5.342  0.001
45 H 0.286 2.033 4.747  0.001
46 H -0.900 1.118 5.537  0.001
47 H -1.719 1.997 3.204  0.002

3.
ORCA calculation (ωB97M-V with the def2-TZVPD basis set) on C11H27Cl2O2P2V as an isolated structure at a distorted geometry.

Output
ΔE to the lowest compared entry with this formula, charge and spin: 0.000 eV
M: 375.13 g mol⁻¹
Multiplicity: 3
Total charge: +2
Kohn-Sham gap (alpha / beta): 7.36 / 7.17 eV
Calculated total energy: -85235.79584 eV
Highest occupied orbital energy (alpha / beta): -16.72 / -16.61 eV

Each line ends with the Löwdin spin population.
Element x y z (Å)
1 C -1.386 -0.023 -3.349  0.085
2 C -1.426 -0.215 -1.863  0.247
3 H -2.353 0.167 -3.828  0.006
4 H -0.933 -0.902 -3.811  0.000
5 H -0.726 0.820 -3.550  -0.001
6 O -2.375 -0.509 -1.173  0.423
7 Cl 1.621 -0.077 -2.512  0.030
8 V 0.522 0.011 -0.559  1.362
9 P 0.294 -2.355 -0.452  -0.058
10 C -0.852 -3.176 0.695  -0.010
11 C 0.052 -3.223 -2.035  -0.001
12 H 0.281 -4.282 -1.895  -0.002
13 H 2.094 -3.932 -0.068  -0.002
14 H 0.721 -2.785 -2.778  0.000
15 H 2.690 -2.279 -0.462  0.000
16 H -1.868 -2.905 0.405  0.000
17 H -0.982 -3.103 -2.363  0.000
18 C 1.957 -2.862 0.103  -0.012
19 H -0.715 -4.259 0.644  -0.003
20 H 2.068 -2.617 1.163  0.000
21 H -0.679 -2.814 1.709  0.000
22 P 0.086 2.391 -0.681  -0.037
23 C -1.053 3.149 0.518  -0.006
24 C 1.701 3.149 -0.274  -0.007
25 H 0.333 2.830 -3.037  0.000
26 H -0.294 4.256 -2.168  -0.001
27 H -1.376 2.892 -2.546  0.000
28 C -0.360 3.171 -2.268  -0.001
29 H 2.475 2.525 -0.723  0.000
30 H 1.780 4.176 -0.646  -0.001
31 H -1.021 4.238 0.420  -0.002
32 H -0.764 2.854 1.529  0.000
33 H 1.829 3.121 0.813  0.000
34 H -2.063 2.784 0.318  0.000
35 Cl 2.289 0.259 0.712  -0.017
36 C 0.739 -1.006 3.520  0.000
37 C -0.275 -0.143 2.821  0.001
38 C -0.965 0.955 3.591  0.000
39 O -0.594 -0.337 1.647  0.009
40 H 0.620 -0.858 4.570  0.000
41 H 1.750 -0.722 3.242  0.000
42 H 0.566 -2.034 3.280  0.000
43 H -0.489 1.915 3.421  0.000
44 H -1.999 0.996 3.276  0.000
45 H -0.920 0.758 4.647  0.000

4.
ORCA calculation (ωB97M-V with the def2-TZVPD basis set) on a 3-piece molecular cluster, C11H27N2O2 overall at a distorted geometry.

Output
ΔE to the lowest compared entry with this formula, charge and spin: 3.243 eV
M: 219.35 g mol⁻¹
Multiplicity: 1
Total charge: +1
Kohn-Sham gap: 7.01 eV
Calculated total energy: -18909.66386 eV
Highest occupied orbital energy: -10.92 eV

Each line ends with the Mulliken charge.
Element x y z (Å)
1 C 4.010 3.169 2.072  -0.990
2 C 4.134 2.050 0.844  0.045
3 C 5.047 0.823 1.445  -0.811
4 N 4.242 -0.403 1.874  -0.246
5 N 5.194 -1.446 1.832  -0.309
6 H 4.977 3.851 1.987  0.281
7 H 3.002 3.794 2.005  0.310
8 H 4.002 2.595 3.094  0.277
9 H 3.055 1.743 0.510  -0.159
10 H 4.731 2.515 -0.077  0.336
11 H 5.598 1.215 2.428  0.427
12 H 5.839 0.463 0.635  0.368
13 H 3.971 -0.336 2.899  0.328
14 H 6.112 -1.147 2.245  0.389
15 H 5.384 -1.698 0.817  0.393
16 H 4.784 -2.279 2.317  0.358
17 C 0.278 0.535 -0.842  -0.549
18 C -0.812 1.460 -0.364  -0.491
19 C -1.619 0.556 0.542  -0.122
20 O -0.705 -0.400 1.098  -0.464
21 C 0.536 -0.311 0.385  -0.144
22 H 1.171 1.055 -1.198  0.296
23 H -0.100 -0.094 -1.657  0.299
24 H -0.374 2.279 0.218  0.245
25 H -1.406 1.894 -1.172  0.337
26 H -2.378 0.003 -0.021  -0.029
27 H -2.113 1.105 1.349  0.282
28 H 1.269 0.164 1.047  0.074
29 H 0.891 -1.315 0.136  0.261
30 C -4.701 -2.512 -2.336  -0.606
31 C -6.172 -2.254 -2.137  -0.528
32 C -6.162 -1.009 -1.277  -0.413
33 O -4.984 -0.271 -1.627  -0.400
34 C -4.144 -1.108 -2.434  -0.049
35 H -4.476 -3.122 -3.215  0.350
36 H -4.289 -3.016 -1.454  0.270
37 H -6.644 -2.038 -3.102  0.259
38 H -6.706 -3.088 -1.675  0.331
39 H -6.095 -1.262 -0.213  0.266
40 H -7.047 -0.386 -1.432  0.259
41 H -4.189 -0.734 -3.463  0.282
42 H -3.110 -1.041 -2.084  -0.016